Record 1
Density functional theory data (wB97M-V/def2-TZVPD) for the molecule C4H8O3.

Last column: Löwdin charge in e.
Cartesian coordinates (Å):
C: -0.844 -0.088 -0.050  -0.4731
C: 0.499 0.216 0.655  -0.2359
C: -0.117 -1.390 -0.519  -0.1081
C: 1.464 1.181 0.007  -0.0294
O: 0.926 -1.233 0.454  -0.0949
O: -1.969 -0.313 0.818  0.0254
O: -1.236 0.810 -1.093  0.0331
H: -2.204 0.718 -1.090  0.1083
H: -1.635 -0.938 1.488  0.1122
H: 0.407 0.386 1.732  0.1465
H: -0.686 -2.315 -0.375  0.1229
H: 0.267 -1.336 -1.544  0.1268
H: 2.459 1.097 0.454  0.0863
H: 1.555 0.994 -1.069  0.0898
H: 1.114 2.211 0.134  0.0900

Energy above the lowest of the compared OMol25 structures with the same formula, charge and spin   203.3 kJ/mol
Total charge   0
Strongest force on any atom   1.89 eV/A
Kohn-Sham gap   0.39524 hartree
HOMO   -10.0 eV

***

Record 2
Density functional theory data (wB97M-V/def2-TZVPD) for a structure of composition BCdF6H4N3O12S6.

Last column: Löwdin charge in e.
Cartesian coordinates (Å):
Cd: 8.166 13.270 18.869  1.3149
B: 8.647 11.630 17.515  -0.5023
H: 8.735 10.792 16.744  -0.0156
H: 9.575 11.609 18.197  -0.0469
H: 8.689 12.661 17.069  -0.0786
H: 7.711 11.367 18.081  -0.0675
N: 9.435 14.803 18.750  -0.4011
S: 10.783 15.122 18.127  0.4107
O: 11.706 15.981 18.814  -0.2660
O: 10.706 15.344 16.706  -0.2700
F: 11.413 13.648 18.381  -0.1958
S: 9.010 16.477 18.915  0.5867
O: 8.915 17.385 17.783  -0.2480
O: 9.333 17.020 20.203  -0.2589
F: 7.443 16.197 19.118  -0.2178
N: 8.176 12.618 20.771  -0.4111
S: 8.475 11.333 21.405  0.3953
O: 7.526 10.805 22.374  -0.2926
O: 9.871 11.122 21.685  -0.2726
F: 8.184 10.367 20.146  -0.2075
S: 8.159 13.641 22.144  0.6027
O: 8.538 13.209 23.463  -0.2476
O: 7.156 14.640 21.978  -0.2472
F: 9.493 14.422 21.680  -0.1977
N: 6.304 13.654 18.228  -0.3956
S: 4.835 13.837 18.862  0.4816
O: 3.737 13.265 18.123  -0.2669
O: 4.672 15.092 19.571  -0.2742
F: 5.003 12.777 20.054  -0.1943
S: 5.876 14.612 16.917  0.5168
O: 5.612 16.021 17.087  -0.2615
O: 5.109 13.987 15.888  -0.2646
F: 7.346 14.613 16.259  -0.2066

Energy above the lowest of the compared OMol25 structures with the same formula, charge and spin   0.0 kJ/mol
Total charge   -2
Strongest force on any atom   10.86 eV/A
Kohn-Sham gap   0.35975 hartree
HOMO   -5.0 eV